DFT (ωB97M-V with the def2-TZVPD basis set) results for a cluster of 2 separate species, C5H16N2O in total in a non-equilibrium geometry.

## Properties
Spin multiplicity   1
Structure (SMILES)   CC(C)CNCN.O
Relative energy (zero: lowest compared OMol25 entry of this formula, charge and spin)   53.1 kcal/mol
Charge   0
DFT total energy   -10470.21769 eV
HOMO level   -9.2 eV

Last columns: bonded neighbours and bond lengths (Å).
Geometry (Å):
1 O -2.76049 1.58647 1.40929  H9 0.985, H13 0.885
2 N 2.27896 0.10499 2.12774  C4 1.445, H14 1.075, H19 1.039
3 N 0.31298 0.97566 0.79900  C4 1.552, C6 1.511, H17 1.102
4 C 1.23377 1.09911 2.04279  N2 1.445, N3 1.552, H11 1.168, H16 0.990
5 C -0.22205 -0.36822 -1.36782  C6 1.577, C7 1.478, C8 1.549, H23 1.096
6 C 0.36505 -0.36107 0.09623  N3 1.511, C5 1.577, H21 1.092, H22 1.085
7 C -1.69926 -0.41504 -1.40005  C5 1.478, H12 1.099, H20 1.119, H24 1.145
8 C 0.63698 -1.36794 -2.18132  C5 1.549, H10 1.082, H15 1.040, H18 1.134
9 H -2.82730 0.65725 1.08954  O1 0.985
10 H 1.68501 -1.09714 -2.17850  C8 1.082
11 H 0.64430 0.90508 3.03286  C4 1.168
12 H -2.11024 -1.42899 -1.30146  C7 1.099
13 H -1.92148 1.84588 1.51653  O1 0.885
14 H 1.92044 -0.88822 2.33194  N2 1.075
15 H 0.46885 -2.34792 -1.87677  C8 1.040
16 H 1.72137 1.95895 1.98472  C4 0.990
17 H 0.70677 1.63794 0.01142  N3 1.102
18 H 0.18030 -1.19292 -3.20421  C8 1.134
19 H 2.79809 0.04648 1.22920  N2 1.039
20 H -2.28235 -0.20568 -2.33230  C7 1.119
21 H 1.33092 -0.85108 -0.04158  C6 1.092
22 H -0.28707 -1.07403 0.59092  C6 1.085
23 H 0.11103 0.59928 -1.76168  C5 1.096
24 H -2.28458 0.18115 -0.61649  C7 1.145